Density functional theory data (ωB97M-V with the def2-TZVPD basis set) for a structure of composition C21H23BiIN3O5SSe2 in a non-equilibrium geometry.

Geometry as XYZ:
```
57
Properties=species:S:1:pos:R:3:mulliken_charge:R:1
Bi -0.2631 -1.0051 0.7395 1.52
C 3.5216 2.6242 2.6306 -1.33
C 2.3220 3.0512 1.8419 0.65
C 1.4046 3.9644 2.3545 -0.39
C 0.2523 4.2246 1.6392 -0.58
C 0.0435 3.5577 0.4446 -0.71
C 1.0263 2.6799 -0.0040 0.24
N 2.1559 2.4626 0.6646 -0.31
C 0.8387 1.9286 -1.2701 0.74
C 0.2983 2.5621 -2.3852 -0.53
C 0.1328 1.8310 -3.5451 -0.88
C 0.4836 0.4974 -3.5585 -0.32
C 0.9906 -0.0748 -2.3935 0.53
N 1.1949 0.6437 -1.2883 -0.36
C 1.2972 -1.5254 -2.2906 0.94
C 1.0433 -2.4203 -3.3244 -0.68
C 1.2909 -3.7649 -3.1139 -0.60
C 1.8310 -4.1776 -1.9085 -0.62
C 2.1183 -3.2132 -0.9459 0.85
C 2.8099 -3.5835 0.3356 -1.50
N 1.8366 -1.9298 -1.1346 -0.26
H 3.9116 3.4323 3.2524 0.39
H 4.2947 2.2476 1.9648 0.36
H 3.1833 1.8097 3.2771 0.20
H 1.5776 4.4198 3.3208 0.31
H -0.4906 4.9145 2.0233 0.39
H -0.8764 3.6699 -0.1120 0.38
H 0.0110 3.6041 -2.3312 0.43
H -0.2852 2.2960 -4.4294 0.38
H 0.3218 -0.0882 -4.4472 0.18
H 0.6050 -2.0914 -4.2532 0.21
H 1.0636 -4.4873 -3.8885 0.40
H 2.0187 -5.2242 -1.7049 0.37
H 3.8085 -3.9728 0.1162 0.40
H 2.2517 -4.3500 0.8722 0.29
H 2.9058 -2.7065 0.9719 0.23
Se 0.1070 0.3851 2.9031 -1.01
O -2.4453 -0.4688 1.1178 -0.82
S -2.5494 1.0276 0.8073 1.18
C -3.1670 1.6527 2.4455 -1.05
C -4.5837 2.1791 2.2672 -0.47
C -5.2150 1.2939 1.1961 -0.63
C -4.2039 1.1963 0.0689 -0.70
H -2.4551 2.4065 2.7802 0.33
H -3.1006 0.8095 3.1278 0.35
H -4.5637 3.2203 1.9248 0.22
H -5.1494 2.1426 3.2027 0.33
H -6.1706 1.6918 0.8426 0.40
H -5.3875 0.2960 1.6064 0.26
H -4.1646 2.1001 -0.5440 0.32
H -4.3330 0.3237 -0.5731 0.26
I -0.5684 -3.4384 1.9203 -0.53
O -1.8695 -1.1595 -3.5478 -0.76
Se -2.2199 -1.0919 -1.9713 1.19
O -1.3066 -2.1867 -1.1570 -0.73
O -1.8203 0.4007 -1.3824 -0.59
O -3.7972 -1.3650 -1.7768 -0.86
```

Output
Orbital gap = 0.1900 Ha
Energy above the lowest of the compared OMol25 structures with the same formula, charge and spin = 1.7641 eV
Lowest unoccupied orbital energy = 4.450 eV
Charge = -2